148
Properties=species:S:1:pos:R:3:forces:R:3:lowdin_charge:R:1 method="wB97M-V/def2-TZVPD" charge=-1 homo_energy_ev=-4.87 mol_weight_g_mol=1143.27
C -1.7775 2.8561 -3.5075 0.244 -0.702 -0.389 -0.112
C -1.3842 1.4802 -2.8114 -0.074 0.604 -0.660 -0.217
C 0.0852 1.5008 -2.2239 -0.566 -0.306 -1.250 -0.218
N 0.3270 0.4699 -1.1901 1.171 0.927 -0.875 -0.081
N 0.0811 0.9360 0.1216 -0.529 -0.445 0.453 -0.025
C -1.2905 0.5520 0.5265 -0.929 1.148 0.693 -0.236
C -1.3868 -0.2458 1.8816 0.464 0.212 -0.095 -0.123
C -0.2575 -1.3146 2.1095 -0.957 -0.951 0.397 -0.105
C -0.0846 -2.3599 0.9615 1.541 0.123 0.152 -0.405
O 1.0446 -2.5250 0.5228 -0.919 0.033 0.158 0.038
N -1.1411 -3.1741 0.4173 0.357 1.405 -0.074 0.098
C -1.1344 -3.1205 -1.0301 -0.133 -0.337 -3.191 -0.229
C -2.0709 -2.2522 -1.7304 0.496 -0.607 -0.491 -0.033
C -2.1206 -2.0938 -3.1791 1.046 -1.164 1.138 -0.083
C -1.1782 -2.8456 -4.0021 -0.643 0.287 2.583 -0.090
C -0.2522 -3.7449 -3.3183 -0.757 0.856 0.432 -0.093
C -0.2072 -3.9073 -1.8642 -1.402 1.383 -0.738 -0.013
C -2.1352 1.8814 0.7373 -3.226 1.229 -0.757 -0.623
O -1.7191 2.8039 1.4993 1.343 -1.135 -0.344 -0.111
O -3.2807 2.0094 0.1547 2.280 -1.417 0.465 -0.098
H -1.1016 3.0064 -4.4030 -0.538 0.099 0.993 0.063
H -2.8189 2.8013 -3.9379 0.944 0.050 0.628 0.056
H -1.7059 3.7289 -2.8128 -0.065 -0.730 -0.540 0.073
H -2.1719 1.2063 -2.0666 0.802 0.312 -0.415 0.086
H -1.3885 0.7209 -3.6423 -0.115 0.450 0.939 0.090
H 0.3681 2.5509 -1.9222 -0.259 -0.814 0.129 0.116
H 0.7564 1.2410 -3.0878 -0.665 0.222 0.968 0.096
H 1.3325 0.2687 -1.2445 -0.554 -0.172 0.194 0.104
H 0.1859 1.9559 0.1671 -0.223 -0.381 0.090 0.098
H -1.7680 -0.0117 -0.3071 0.538 0.379 0.745 0.098
H -2.4011 -0.7219 1.9266 0.773 0.325 -0.045 0.118
H -1.3488 0.4979 2.7288 0.047 -0.772 -0.790 0.103
H 0.7547 -0.8811 2.3375 -1.442 -0.647 -0.853 0.079
H -0.5571 -1.9030 3.0334 0.287 0.508 -0.830 0.126
H -2.0552 -2.9469 0.8136 0.337 0.087 -0.312 0.121
H -2.8020 -1.6697 -1.1088 0.794 -0.578 -0.697 0.109
H -2.9027 -1.3840 -3.5867 1.271 -1.051 0.382 0.091
H -1.2215 -2.6868 -5.1014 0.319 -0.428 0.942 0.089
H 0.4636 -4.3066 -3.9730 -0.690 0.468 0.917 0.090
H 0.5298 -4.6093 -1.4058 -0.797 0.832 -0.407 0.105
F 1.2106 0.6313 3.3780 0.198 0.327 0.368 0.035
C 1.5206 1.8626 3.8260 0.217 0.754 0.235 -0.274
C 0.9467 2.9666 3.2224 -0.101 -0.127 -0.375 -0.006
C 1.2632 4.2350 3.6905 0.231 -0.178 0.234 -0.068
C 2.1563 4.3842 4.7474 -0.007 0.091 0.003 -0.107
C 2.7289 3.2654 5.3409 -0.145 0.088 -0.135 -0.099
C 2.4053 1.9949 4.8818 0.082 -0.302 0.107 -0.024
H 0.2561 2.8317 2.3942 -0.182 -0.003 0.094 0.086
H 0.8136 5.1073 3.2315 -0.029 -0.095 -0.016 0.109
H 2.4051 5.3761 5.1085 -0.009 -0.058 -0.002 0.093
H 3.4273 3.3823 6.1615 -0.045 -0.044 -0.027 0.097
H 2.8345 1.1098 5.3373 0.002 -0.006 -0.054 0.109
F 2.0054 2.4010 -4.3182 0.149 0.189 -0.239 0.036
C 3.3010 2.0496 -4.2728 0.565 -0.155 0.041 -0.289
C 3.8474 1.3354 -5.3242 -0.152 -0.045 -0.213 -0.019
C 5.1884 0.9771 -5.2779 -0.005 0.128 0.234 -0.085
C 5.9629 1.3274 -4.1775 0.079 -0.030 -0.028 -0.101
C 5.3994 2.0407 -3.1259 -0.049 -0.085 -0.223 -0.082
C 4.0615 2.4094 -3.1751 -0.118 0.149 0.212 -0.010
H 3.2257 1.0644 -6.1691 -0.016 0.012 0.047 0.117
H 5.6295 0.4243 -6.0986 -0.063 0.016 0.035 0.103
H 7.0082 1.0431 -4.1406 -0.066 0.013 0.006 0.099
H 6.0024 2.3095 -2.2669 -0.067 0.004 -0.035 0.105
H 3.6072 2.9726 -2.3691 -0.043 -0.050 -0.031 0.121
F 0.2655 2.9144 -8.3932 -0.014 -0.082 -0.046 0.061
C 0.5759 4.1459 -7.9523 0.117 0.539 0.210 -0.281
C -0.0024 5.2475 -8.5566 -0.171 -0.035 -0.201 -0.023
C 0.3149 6.5194 -8.0971 0.168 -0.148 0.161 -0.089
C 1.2136 6.6742 -7.0472 -0.001 0.097 0.005 -0.100
C 1.7909 5.5583 -6.4525 -0.151 0.072 -0.178 -0.073
C 1.4664 4.2860 -6.9035 0.115 -0.231 0.021 -0.009
H -0.6942 5.1069 -9.3782 -0.004 -0.046 0.057 0.110
H -0.1376 7.3897 -8.5573 0.010 -0.066 0.000 0.101
H 1.4635 7.6674 -6.6923 -0.019 -0.063 -0.011 0.098
H 2.4939 5.6792 -5.6369 -0.058 -0.055 -0.024 0.107
H 1.8988 3.4062 -6.4468 -0.063 0.024 -0.027 0.092
F -4.4856 -1.0112 -5.2307 -0.056 0.161 0.007 0.051
C -4.6095 -1.9718 -6.1605 -0.049 -0.536 -0.457 -0.287
C -4.1724 -1.7308 -7.4508 0.158 0.275 0.001 -0.014
C -4.2950 -2.7284 -8.4091 -0.117 -0.134 0.207 -0.082
C -4.8622 -3.9512 -8.0696 -0.001 -0.060 -0.094 -0.104
C -5.3013 -4.1795 -6.7711 0.098 0.172 -0.121 -0.087
C -5.1698 -3.1870 -5.8089 -0.103 -0.015 0.275 -0.015
H -3.7408 -0.7699 -7.6993 -0.015 -0.036 0.039 0.100
H -3.9489 -2.5521 -9.4206 -0.016 0.041 0.066 0.104
H -4.9611 -4.7277 -8.8196 0.006 0.040 0.050 0.097
H -5.7467 -5.1314 -6.5077 0.040 0.059 0.027 0.102
H -5.4985 -3.3506 -4.7901 0.037 0.047 -0.016 0.119
F 6.0363 -2.7754 6.0130 0.120 -0.026 0.119 0.044
C 5.1416 -2.5707 5.0247 -0.442 0.105 -0.480 -0.295
C 5.5501 -1.9477 3.8593 0.250 0.058 -0.007 -0.029
C 4.6287 -1.7412 2.8390 -0.137 -0.132 0.252 -0.072
C 3.3099 -2.1506 3.0009 -0.097 0.101 -0.182 -0.078
C 2.9124 -2.7707 4.1788 0.221 0.086 -0.091 -0.069
C 3.8343 -2.9879 5.1964 -0.051 -0.117 0.256 -0.021
H 6.5801 -1.6284 3.7548 -0.017 -0.031 0.043 0.111
H 4.9383 -1.2608 1.9186 -0.011 -0.008 0.062 0.106
H 2.5902 -1.9856 2.2067 0.101 -0.077 0.009 0.076
H 1.8836 -3.0855 4.3059 0.067 0.010 0.022 0.095
H 3.5434 -3.4778 6.1185 0.029 0.027 0.000 0.110
F 0.5859 -3.6464 6.4115 -0.017 -0.082 -0.112 0.054
C 0.7136 -3.1788 7.6659 0.071 0.286 0.581 -0.284
C 1.0452 -1.8505 7.8632 0.049 0.170 -0.244 -0.010
C 1.1717 -1.3678 9.1594 -0.042 -0.264 0.074 -0.077
C 0.9759 -2.2210 10.2406 0.020 0.041 0.057 -0.101
C 0.6482 -3.5549 10.0266 0.061 0.250 -0.115 -0.084
C 0.5108 -4.0355 8.7311 -0.053 -0.318 -0.060 -0.013
H 1.2016 -1.2036 7.0083 -0.034 -0.039 -0.001 0.117
H 1.4231 -0.3275 9.3269 -0.022 -0.051 -0.062 0.106
H 1.0792 -1.8438 11.2516 -0.011 -0.021 -0.061 0.098
H 0.4999 -4.2205 10.8688 -0.017 0.011 -0.071 0.102
H 0.2474 -5.0685 8.5448 -0.003 0.054 -0.024 0.096
F 0.1056 -7.3440 8.1593 -0.153 -0.020 0.053 0.048
C 1.3772 -7.6259 7.8237 0.679 -0.153 -0.207 -0.297
C 1.7779 -7.4869 6.5070 -0.222 0.098 -0.168 -0.013
C 3.0922 -7.7726 6.1619 0.015 -0.065 0.240 -0.077
C 3.9872 -8.2038 7.1344 0.082 -0.023 -0.037 -0.098
C 3.5709 -8.3439 8.4525 -0.076 0.065 -0.206 -0.087
C 2.2596 -8.0480 8.8016 -0.126 -0.015 0.246 -0.022
H 1.0644 -7.1572 5.7618 0.007 0.028 0.056 0.121
H 3.4186 -7.6596 5.1352 -0.060 0.015 0.050 0.108
H 5.0117 -8.4305 6.8627 -0.061 0.024 0.021 0.100
H 4.2680 -8.6835 9.2092 -0.060 0.041 -0.016 0.103
H 1.9199 -8.1426 9.8257 -0.028 0.006 -0.043 0.115
F -1.5730 2.1197 7.7932 0.069 -0.069 0.176 0.038
C -2.1657 2.7444 6.7531 -0.243 0.276 -0.570 -0.294
C -3.0831 3.7488 7.0013 -0.038 0.064 0.309 -0.042
C -3.6896 4.3955 5.9303 0.162 -0.177 -0.181 -0.099
C -3.3789 4.0222 4.6269 -0.073 0.100 0.096 -0.079
C -2.4585 3.0073 4.3904 -0.026 -0.117 0.105 -0.056
C -1.8436 2.3677 5.4615 0.035 -0.071 0.116 -0.009
H -3.3182 4.0200 8.0237 0.043 -0.029 -0.012 0.106
H -4.4048 5.1897 6.1124 0.028 -0.050 0.041 0.095
H -3.8552 4.5238 3.7924 0.066 -0.083 -0.003 0.106
H -2.2193 2.7142 3.3686 -0.019 0.172 0.105 0.069
H -1.1168 1.5805 5.2979 -0.011 0.013 0.021 0.108
F -4.1729 1.2106 -8.9261 0.005 -0.080 -0.103 0.048
C -4.2174 2.4706 -8.4532 -0.009 0.622 0.277 -0.282
C -4.0086 3.5276 -9.3201 0.045 -0.073 -0.273 -0.026
C -4.0587 4.8270 -8.8314 -0.035 -0.132 0.245 -0.097
C -4.3058 5.0520 -7.4817 0.001 0.089 -0.013 -0.096
C -4.5089 3.9796 -6.6210 0.031 0.064 -0.207 -0.074
C -4.4702 2.6804 -7.1098 -0.035 -0.249 0.120 -0.007
H -3.8090 3.3316 -10.3666 -0.015 -0.036 0.038 0.114
H -3.9041 5.6639 -9.5022 0.006 -0.065 0.008 0.101
H -4.3400 6.0661 -7.1007 0.013 -0.068 -0.009 0.101
H -4.6970 4.1553 -5.5687 0.021 -0.056 -0.054 0.108
H -4.6343 1.8327 -6.4552 0.040 0.006 -0.022 0.115